Record 1
A structure of composition C31H35ClHfN2Si2 in a non-equilibrium geometry. Source: the Open Molecules 2025 dataset; level of theory: ωB97M-V with the def2-TZVPD basis set.

Computed properties:
Multiplicity   1
HOMO energy   -0.4426 hartree
Charge   +2
Frontier orbital gap   4.3 eV
LUMO level   -0.283 hartree

Last column: Löwdin charge in e.
Positions of all 72 atoms, in Å:
C  -0.657  0.814  0.376  -0.158
C  -1.376  -0.356  -0.001  -0.241
C  -0.740  -0.837  -1.255  -0.246
H  -1.898  -1.024  0.675  0.112
C  -0.293  0.494  -1.889  -0.353
C  -0.075  1.404  -0.791  -0.220
H  0.539  2.302  -0.813  0.122
H  -0.507  1.130  1.411  0.123
H  0.159  -1.427  -0.950  0.132
H  0.256  0.518  -2.825  0.032
Hf  -2.342  1.369  -1.373  1.188
Si  0.862  -1.117  -4.853  1.110
C  -0.359  -2.461  -4.914  -0.321
C  -1.546  -2.139  -4.207  -0.202
H  -1.742  -1.087  -3.950  0.031
C  -2.529  -3.075  -3.941  -0.055
H  -3.448  -2.751  -3.423  0.129
C  -2.309  -4.373  -4.424  -0.032
H  -3.045  -5.147  -4.207  0.117
C  -1.182  -4.709  -5.208  -0.034
H  -1.042  -5.726  -5.613  0.126
C  -0.225  -3.722  -5.505  -0.066
H  0.606  -3.937  -6.169  0.100
C  1.583  -0.635  -6.491  -0.304
C  1.968  -1.537  -7.508  -0.052
H  1.393  -2.450  -7.648  0.103
C  3.127  -1.235  -8.248  -0.038
H  3.475  -1.928  -9.017  0.123
C  3.848  -0.062  -7.972  -0.031
H  4.814  0.115  -8.452  0.125
C  3.319  0.926  -7.122  -0.042
H  3.838  1.881  -6.975  0.123
C  2.112  0.679  -6.458  -0.107
H  1.603  1.434  -5.852  0.090
H  -1.322  -1.528  -1.877  0.080
Si  -2.530  1.427  -3.900  0.462
C  -1.873  2.307  -5.469  -0.303
C  -2.427  2.049  -6.738  -0.100
H  -3.375  1.514  -6.858  0.096
C  -1.839  2.443  -7.928  -0.053
H  -2.246  2.060  -8.863  0.119
C  -0.749  3.316  -7.907  -0.048
H  -0.258  3.602  -8.838  0.116
C  -0.289  3.735  -6.647  -0.088
H  0.514  4.461  -6.614  0.106
C  -0.810  3.229  -5.452  -0.125
H  -0.408  3.579  -4.508  0.095
C  -3.558  0.212  -4.961  -0.358
C  -3.014  -0.595  -6.011  -0.155
H  -1.928  -0.784  -6.096  0.094
C  -3.801  -1.068  -7.061  -0.071
H  -3.325  -1.666  -7.838  0.118
C  -5.141  -0.732  -7.121  -0.064
H  -5.750  -1.143  -7.920  0.116
C  -5.697  0.050  -6.113  -0.066
H  -6.756  0.319  -6.147  0.117
C  -4.942  0.478  -5.027  -0.125
H  -5.383  1.135  -4.269  0.067
H  1.757  -1.140  -3.797  0.009
Cl  -3.920  2.957  -2.841  0.190
N  -3.712  0.670  0.481  -0.081
C  -3.286  1.190  1.867  -0.180
C  -2.540  2.491  1.772  -0.202
N  -2.289  2.932  0.337  -0.075
H  -4.709  0.877  0.352  0.109
H  -3.782  -0.363  0.517  0.104
H  -4.180  1.319  2.492  0.127
H  -2.752  0.463  2.505  0.132
H  -3.098  3.276  2.289  0.128
H  -1.622  2.461  2.358  0.114
H  -2.915  3.717  0.164  0.098
H  -1.383  3.423  0.331  0.114

Record 2
A structure of composition C31H35ClLaN2Si2 in a non-equilibrium geometry. Source: the Open Molecules 2025 dataset; level of theory: ωB97M-V with the def2-TZVPD basis set.

Computed properties:
Multiplicity   1
HOMO energy (alpha / beta)   -0.2558 / -0.2461 hartree
Charge   +1
Frontier orbital gap (alpha / beta)   4.3 / 4.2 eV
LUMO level (alpha / beta)   -0.098 / -0.093 hartree

Last column: Löwdin charge in e.
Positions of all 72 atoms, in Å:
C  -1.661  -0.204  5.334  -0.252
C  -2.556  0.058  4.251  -0.247
C  -2.312  -0.915  3.234  -0.259
H  -3.345  0.809  4.251  0.103
C  -1.241  -1.756  3.669  -0.256
C  -0.842  -1.323  4.970  -0.257
H  -0.142  -1.838  5.626  0.108
H  -1.706  0.260  6.323  0.109
H  -2.904  -1.070  2.332  0.111
H  -0.872  -2.635  3.136  0.097
La  -0.166  0.557  3.264  1.555
Si  0.735  0.028  0.186  0.300
C  -0.271  1.560  -0.013  -0.366
C  0.165  2.687  -0.733  -0.126
H  1.162  2.702  -1.174  0.080
C  -0.680  3.780  -0.922  -0.069
H  -0.380  4.584  -1.598  0.118
C  -1.912  3.838  -0.258  -0.066
H  -2.559  4.713  -0.386  0.114
C  -2.312  2.777  0.558  -0.072
H  -3.250  2.824  1.122  0.115
C  -1.523  1.620  0.646  -0.190
H  -1.929  0.739  1.181  0.063
C  -0.168  -1.529  -0.187  -0.352
C  -1.374  -1.531  -0.905  -0.106
H  -1.723  -0.610  -1.381  0.096
C  -2.153  -2.691  -0.974  -0.074
H  -3.105  -2.673  -1.510  0.109
C  -1.733  -3.867  -0.340  -0.080
H  -2.343  -4.769  -0.380  0.105
C  -0.509  -3.883  0.348  -0.088
H  -0.169  -4.797  0.839  0.108
C  0.269  -2.725  0.410  -0.143
H  1.216  -2.727  0.958  0.097
H  1.345  -0.039  1.563  -0.105
Si  1.990  0.311  -3.198  0.581
C  1.346  -1.313  -3.782  -0.327
C  0.586  -1.348  -4.973  -0.087
H  0.365  -0.419  -5.508  0.104
C  0.103  -2.560  -5.472  -0.072
H  -0.514  -2.567  -6.371  0.109
C  0.397  -3.765  -4.818  -0.066
H  0.004  -4.709  -5.201  0.110
C  1.194  -3.736  -3.665  -0.077
H  1.434  -4.673  -3.156  0.109
C  1.679  -2.531  -3.157  -0.112
H  2.312  -2.531  -2.264  0.091
C  0.914  1.663  -3.871  -0.344
C  -0.470  1.757  -3.657  -0.112
H  -0.962  1.079  -2.960  0.099
C  -1.220  2.751  -4.293  -0.075
H  -2.279  2.859  -4.052  0.112
C  -0.624  3.612  -5.220  -0.064
H  -1.222  4.376  -5.726  0.112
C  0.749  3.494  -5.475  -0.071
H  1.219  4.155  -6.206  0.110
C  1.519  2.559  -4.781  -0.099
H  2.598  2.494  -4.944  0.097
H  3.378  0.481  -3.663  -0.004
Cl  2.544  0.237  -0.972  0.504
N  1.932  -0.564  4.165  -0.125
C  2.723  0.011  5.343  -0.197
C  2.208  1.359  5.776  -0.227
N  0.717  1.467  5.562  -0.116
H  1.641  -1.510  4.411  0.067
H  2.554  -0.748  3.372  0.070
H  2.644  -0.711  6.162  0.119
H  3.778  0.089  5.066  0.119
H  2.434  1.531  6.831  0.119
H  2.654  2.168  5.201  0.113
H  0.244  0.873  6.253  0.062
H  0.380  2.404  5.801  0.090

Record 3
A structure of composition C31H35CrN10O4PS2. Source: the Open Molecules 2025 dataset; level of theory: ωB97M-V with the def2-TZVPD basis set.

Computed properties:
Multiplicity   5
HOMO energy (alpha / beta)   -0.1846 / -0.2774 hartree
Expectation value of S²   6.053
Frontier orbital gap (alpha / beta)   4.7 / 7.2 eV
LUMO level (alpha / beta)   -0.013 / -0.013 hartree

Last column: Löwdin charge in e.
Positions of all 84 atoms, in Å:
Cr  -0.134  -1.036  -0.376  0.622
S  3.106  -7.719  -1.181  0.971
N  3.728  -6.303  -0.697  -0.225
C  2.742  -5.431  -0.697  -0.299
C  2.846  -4.028  -0.315  -0.105
C  3.996  -3.410  0.105  -0.011
C  3.970  -2.049  0.460  -0.057
C  2.773  -1.364  0.385  -0.124
N  1.640  -1.938  -0.021  -0.011
C  1.644  -3.270  -0.386  -0.158
C  0.427  -3.810  -0.819  -0.152
N  -0.661  -2.953  -0.855  -0.049
C  -1.851  -3.447  -1.203  -0.146
C  -2.054  -4.758  -1.569  -0.066
C  -0.952  -5.641  -1.563  -0.013
C  0.278  -5.179  -1.185  -0.102
C  1.487  -5.994  -1.112  -0.297
N  1.564  -7.274  -1.409  -0.225
H  4.913  -3.985  0.157  0.115
H  4.858  -1.535  0.794  0.096
H  2.693  -0.320  0.659  0.110
H  -2.681  -2.750  -1.175  0.108
H  -3.045  -5.092  -1.840  0.094
H  -1.064  -6.682  -1.839  0.114
N  -2.734  0.833  -2.955  0.139
C  -3.586  1.013  -1.885  -0.035
C  -2.997  0.395  -0.825  -0.094
N  -1.812  -0.156  -1.242  0.016
C  -1.677  0.133  -2.519  -0.247
C  -0.444  -0.274  -3.174  -0.252
N  0.461  -0.883  -2.445  0.064
C  1.543  -1.103  -3.250  -0.064
C  1.275  -0.621  -4.496  -0.051
N  0.005  -0.089  -4.429  0.129
H  -2.867  1.218  -3.874  0.162
H  -4.510  1.554  -1.974  0.120
H  -3.312  0.320  0.202  0.088
H  2.434  -1.589  -2.886  0.126
H  1.864  -0.591  -5.394  0.120
H  -0.492  0.338  -5.191  0.162
C  0.779  4.922  -1.642  -0.030
C  0.450  3.512  -2.126  -0.619
C  -0.466  3.584  -3.339  -0.034
C  1.723  2.743  -2.468  -0.020
O  -0.331  2.798  -1.139  -0.170
P  0.297  2.162  0.217  0.294
O  1.379  2.990  0.780  -0.247
O  0.658  0.732  -0.167  -0.361
O  -1.018  2.031  1.093  -0.177
C  -1.515  3.004  2.049  -0.612
C  -2.906  2.499  2.390  -0.029
C  -0.621  2.991  3.280  -0.015
C  -1.580  4.394  1.428  -0.032
H  1.300  5.468  -2.431  0.086
H  1.408  4.879  -0.755  0.077
H  -0.140  5.457  -1.394  0.087
H  -0.078  4.298  -4.067  0.088
H  -1.464  3.903  -3.031  0.088
H  -0.544  2.602  -3.822  0.054
H  2.288  3.282  -3.232  0.093
H  1.481  1.744  -2.844  0.063
H  2.352  2.631  -1.584  0.084
H  -2.856  1.460  2.724  0.078
H  -3.558  2.555  1.514  0.080
H  -3.337  3.109  3.187  0.090
H  -0.662  2.015  3.764  0.073
H  -0.963  3.750  3.988  0.092
H  0.411  3.203  2.997  0.078
H  -2.097  4.353  0.467  0.085
H  -0.577  4.793  1.270  0.080
H  -2.127  5.063  2.094  0.089
C  -1.145  -0.525  6.541  -0.034
C  -0.393  -0.572  5.243  -0.352
C  0.972  -0.328  5.170  -0.031
C  1.545  -0.408  3.914  -0.126
N  0.856  -0.697  2.820  0.071
C  -0.458  -0.910  2.983  -0.763
S  -1.443  -1.296  1.590  0.714
N  -1.106  -0.853  4.154  0.089
H  -0.474  -0.394  7.389  0.072
H  -1.709  -1.449  6.666  0.081
H  -1.863  0.296  6.524  0.081
H  1.553  -0.082  6.048  0.103
H  2.609  -0.236  3.775  0.110